(1)
{
  "formula": "C4H10NS",
  "method": "ωB97M-V/def2-TZVPD",
  "charge": -1,
  "smiles": "CN[C@H](C)C[S-]",
  "relative_energy_kj_mol": 27.5,
  "e_tot_ha": -611.355353,
  "homo_energy_ha": -0.0848,
  "gap_ev": 6.05,
  "multiplicity": 1,
  "species": ["C", "N", "C", "C", "S", "C", "H", "H", "H", "H", "H", "H", "H", "H", "H", "H"],
  "positions_angstrom": [[2.014, 0.296, 0.237], [0.829, -0.437, 0.734], [-0.336, -0.266, -0.187], [-1.545, -1.077, 0.224], [-2.486, -1.761, -1.224], [-0.665, 1.248, -0.327], [1.974, 1.249, 0.767], [1.968, 0.479, -0.834], [2.937, -0.202, 0.525], [1.008, -1.436, 0.624], [0.001, -0.539, -1.205], [-2.268, -0.540, 0.844], [-1.162, -1.846, 0.915], [-0.052, 1.757, -1.074], [-1.704, 1.323, -0.646], [-0.513, 1.753, 0.629]]
}


(2)
{
  "formula": "C4H10NS",
  "method": "ωB97M-V/def2-TZVPD",
  "charge": -1,
  "relative_energy_kj_mol": 74.4,
  "e_tot_ha": -611.337481,
  "homo_energy_ha": -0.0867,
  "gap_ev": 6.49,
  "multiplicity": 1,
  "species": ["C", "C", "S", "H", "H", "H", "H", "H", "C", "C", "N", "H", "H", "H", "H", "H"],
  "positions_angstrom": [[-2.144, 1.465, -0.059], [-0.829, 2.072, 0.419], [0.297, 0.843, 1.137], [-2.652, 0.989, 0.780], [-1.943, 0.706, -0.819], [-2.814, 2.231, -0.479], [-1.042, 2.845, 1.172], [-0.329, 2.581, -0.414], [1.506, -0.944, -1.341], [0.341, -2.481, -0.054], [0.799, -2.224, -1.203], [2.382, -1.133, -1.978], [1.823, -0.521, -0.385], [0.871, -0.227, -1.861], [-0.211, -3.411, 0.089], [0.443, -1.813, 0.805]]
}


(3)
{
  "formula": "C4H10NS",
  "method": "ωB97M-V/def2-TZVPD",
  "charge": 1,
  "relative_energy_kj_mol": 302.3,
  "e_tot_ha": -610.988082,
  "homo_energy_ha": -0.5038,
  "gap_ev": 10.32,
  "multiplicity": 1,
  "species": ["C", "C", "C", "C", "N", "S", "H", "H", "H", "H", "H", "H", "H", "H", "H", "H"],
  "positions_angstrom": [[-1.311, -0.430, 0.441], [-0.249, 0.612, -0.751], [-1.718, -1.780, -0.021], [2.114, 0.381, 0.253], [0.892, 1.265, -0.060], [-1.858, 1.146, -0.152], [-0.877, -0.398, 1.541], [-0.039, 0.377, -1.828], [-1.883, -2.406, 0.771], [-0.871, -1.936, -0.710], [-2.638, -1.655, -0.580], [1.532, -0.495, 0.482], [2.702, 0.475, -0.667], [2.588, 1.038, 1.031], [1.101, 2.184, -0.531], [0.516, 1.623, 0.783]]
}


(4)
{
  "formula": "C4H10NS",
  "method": "ωB97M-V/def2-TZVPD",
  "charge": 1,
  "relative_energy_kj_mol": 172.2,
  "e_tot_ha": -611.037663,
  "homo_energy_ha": -0.5047,
  "gap_ev": 10.13,
  "multiplicity": 1,
  "species": ["C", "C", "C", "C", "N", "S", "H", "H", "H", "H", "H", "H", "H", "H", "H", "H"],
  "positions_angstrom": [[1.656, 0.955, 0.821], [-0.359, 0.002, 0.034], [-0.726, -1.347, 0.583], [-1.326, 0.448, -1.065], [1.112, 0.159, -0.324], [-0.122, 1.324, 1.334], [2.182, 0.475, 1.570], [2.248, 1.835, 0.594], [-0.010, -1.999, 1.045], [-1.373, -1.936, -0.108], [-1.418, -1.077, 1.335], [-0.863, 1.313, -1.447], [-2.324, 0.307, -0.604], [-1.469, -0.295, -1.889], [1.255, 0.631, -1.256], [1.539, -0.795, -0.623]]
}


(5)
{
  "formula": "C4H10NS",
  "method": "ωB97M-V/def2-TZVPD",
  "charge": 1,
  "relative_energy_kj_mol": 412.3,
  "e_tot_ha": -610.784556,
  "homo_energy_ha": [-0.4173, -0.5097],
  "gap_ev": [5.22, 6.53],
  "multiplicity": 3,
  "s2": 2.15,
  "species": ["C", "C", "C", "C", "N", "S", "H", "H", "H", "H", "H", "H", "H", "H", "H", "H"],
  "positions_angstrom": [[-3.872, 0.672, -0.046], [-0.584, -1.651, -0.542], [2.384, 0.612, 0.570], [1.549, -0.123, -0.452], [0.458, -0.908, 0.220], [-2.381, -0.032, 0.269], [-4.295, 1.380, 0.645], [-4.443, 0.363, -0.922], [-0.724, -1.173, -1.543], [3.282, 1.260, 0.111], [1.667, 1.337, 1.018], [3.036, 0.063, 1.378], [1.962, -0.706, -1.216], [1.023, 0.695, -1.121], [-0.161, -0.361, 0.724], [1.099, -1.429, 0.908]]
}


(6)
{
  "formula": "C4H10O",
  "method": "ωB97M-V/def2-TZVPD",
  "charge": 0,
  "smiles": "C=CCC.O",
  "relative_energy_kj_mol": 234.2,
  "e_tot_ha": -233.555739,
  "homo_energy_ha": -0.3111,
  "gap_ev": 9.30,
  "multiplicity": 1,
  "species": ["C", "C", "C", "C", "H", "H", "H", "H", "H", "H", "H", "H", "H", "H", "O"],
  "positions_angstrom": [[0.387, -0.810, -0.727], [-0.801, -1.296, 0.110], [-2.140, -0.983, -0.563], [-2.244, -0.562, -1.834], [0.377, 0.299, -0.853], [1.313, -0.861, -0.157], [0.379, -1.261, -1.718], [-0.800, -0.765, 1.056], [-0.683, -2.368, 0.225], [-3.029, -1.155, 0.037], [-2.873, 0.314, -2.031], [-1.775, -0.958, -2.720], [4.332, 4.046, 2.716], [3.886, 2.717, 3.177], [3.669, 3.643, 3.282]]
}


(7)
{
  "formula": "C4H10O",
  "method": "ωB97M-V/def2-TZVPD",
  "charge": 0,
  "relative_energy_kj_mol": 278.2,
  "e_tot_ha": -233.538997,
  "homo_energy_ha": -0.3071,
  "gap_ev": 9.24,
  "multiplicity": 1,
  "species": ["C", "C", "C", "C", "O", "H", "H", "H", "H", "H", "H", "H", "H", "H", "H"],
  "positions_angstrom": [[0.067, 1.369, 0.604], [0.113, 0.118, -0.074], [1.392, -0.668, -0.101], [-0.876, -0.176, -1.168], [-0.707, -0.765, 1.445], [-0.643, 2.111, 0.243], [-0.522, 0.471, 1.500], [1.003, 1.762, 0.998], [1.936, -0.552, 0.839], [1.212, -1.731, -0.277], [2.020, -0.278, -0.913], [-0.481, 0.235, -2.105], [-1.029, -1.250, -1.306], [-1.838, 0.309, -0.976], [-1.647, -0.956, 1.294]]
}


(8)
{
  "formula": "C4H10O",
  "method": "ωB97M-V/def2-TZVPD",
  "charge": 0,
  "smiles": "CC[C@@H](C)O",
  "relative_energy_kj_mol": 127.7,
  "e_tot_ha": -233.596293,
  "homo_energy_ha": -0.3682,
  "gap_ev": 11.05,
  "multiplicity": 1,
  "species": ["C", "C", "C", "C", "O", "H", "H", "H", "H", "H", "H", "H", "H", "H", "H"],
  "positions_angstrom": [[2.011, 0.085, -0.447], [0.654, -0.451, 0.007], [-0.619, 0.305, -0.332], [-1.847, -0.546, -0.601], [-0.938, 0.941, 1.044], [2.027, 1.179, -0.372], [2.328, -0.181, -1.464], [2.779, -0.292, 0.238], [0.574, -1.546, -0.061], [0.428, -0.105, 1.048], [-0.490, 1.115, -1.058], [-1.927, -0.939, -1.623], [-1.861, -1.398, 0.089], [-2.717, 0.078, -0.393], [-0.489, 1.789, 1.203]]
}